# 1
Computed, not measured: a molecular structure, C20H26IrN6S, with ωB97M-V/def2-TZVPD.

## Properties
Total charge: +3
Expectation value of S²: 6.03
Spin multiplicity: 5
Gap between HOMO and LUMO (spin up / spin down) in eV: 8.4 / 4.5

XYZ file:
```
54
C20H26IrN6S, DFT ωB97M-V/def2-TZVPD
H 4.3318 0.1378 -2.5515
C -2.2362 -3.0887 1.3574
H 2.6344 2.8284 1.2081
H -4.3208 0.1729 -4.0060
H -0.8113 1.1926 -2.5786
N -3.9248 0.7519 -2.0120
H -5.2235 -4.5591 0.7974
C -4.7810 0.7432 -3.2081
H 1.8343 3.6277 -0.1535
C 1.7968 -1.4676 6.6165
H -2.1899 0.1254 -4.7682
N -1.7547 1.0228 -2.8906
H -0.1545 -2.8147 -1.1824
C -1.7599 -3.0844 0.0112
N -0.4992 -2.6221 -0.2480
C 0.9632 -0.8397 7.5367
C -2.5791 -3.5667 -1.0514
H 2.1654 -1.8552 4.5380
N -0.1151 -0.4371 2.3437
N 1.6180 0.4483 -0.7140
C 1.5236 -1.3767 5.2651
S -2.0412 1.1602 -0.2412
H -2.1919 -3.5579 -2.0629
H -5.7112 0.2561 -2.9310
H 4.1310 2.2748 -1.1975
C 2.3724 -0.3096 -1.6071
H -1.0380 1.4644 -4.7771
H 0.1929 -2.8605 0.4589
C -4.2565 -4.1242 0.5796
C 0.4008 -0.6445 4.8582
H 2.6597 -2.0245 6.9529
H 1.1860 -0.9149 8.5927
C -0.1495 -0.1142 7.1240
H -2.7496 1.8133 -4.5856
C 1.9057 2.6957 0.4080
H 0.9327 2.5030 0.8603
H -1.5973 -2.6929 2.1365
N 3.4335 1.5438 -1.1938
H -4.4271 -4.5112 -1.5387
Ir -0.1525 -0.0409 0.2728
H 2.0481 -1.2719 -1.9603
H -1.2987 0.5605 5.4402
C 0.1161 -0.5302 3.4710
C -0.4426 -0.0076 5.7775
C -3.8018 -4.0915 -0.7625
H -4.9984 1.7576 -3.5368
H -3.8448 -3.6389 2.6419
C -3.4654 -3.6066 1.6299
C 2.3036 1.5754 -0.4819
C -1.9658 1.1016 -4.3454
H -4.4126 0.8123 -1.1289
C -2.6217 0.9233 -1.8962
H -0.7852 0.3715 7.8506
C 3.4995 0.3687 -1.9102
```

# 2
Computed, not measured: C20H26N2O4 in the gas phase, with ωB97M-V/def2-TZVPD.

## Properties
Total charge: 0
Spin multiplicity: 1
Gap between HOMO and LUMO in eV: 7.7
Structure (SMILES): COc1ccc(N[C@H]2CCCN(C(=O)c3oc(C)cc3C)C2)cc1OC

XYZ file:
```
52
C20H26N2O4, DFT ωB97M-V/def2-TZVPD
C 0.9699 2.8435 -5.6413
H 1.6078 -1.2180 2.4897
H -3.1084 -2.5595 5.0211
H -1.1977 3.2375 -0.1833
H -3.2798 1.9726 0.9901
C 1.6874 0.4851 -1.2442
C -2.6679 -1.0094 3.6334
H 2.9289 -1.9177 -1.0761
H -1.8540 -1.4418 5.5519
H -2.4475 0.9579 -0.2258
H -1.0973 4.9368 -0.7099
C -3.1719 0.9681 0.5830
H 3.1411 -3.3038 0.8683
H 2.0301 0.7899 -4.5839
H 2.2220 -2.7696 3.0551
C 0.8964 -2.4369 -0.5600
C 0.5077 -2.9180 1.7548
C 2.8267 -2.2726 1.0433
H 3.7091 -1.6888 1.3090
C -0.5374 4.0099 -0.5916
C -2.8050 -1.5132 5.0247
H -0.2246 -2.8862 2.5555
N 2.0615 -0.2889 -0.1495
H 1.0704 -3.5021 -0.7401
H -4.0355 0.6648 3.3623
C -1.8342 -0.9973 1.6030
C 1.8143 -2.2471 2.1883
H 0.7049 -3.9693 1.5112
C -2.7631 0.0229 1.6528
C 2.0620 0.1939 -2.5463
O 0.6348 3.1194 -4.3080
N -0.0050 -2.2847 0.5631
O -1.7845 -1.6188 2.8186
C -1.0048 -1.3674 0.4470
C 1.0113 2.2121 -3.3516
H 0.5683 3.6718 -6.2236
C 0.9627 1.6577 -1.0055
H 1.5365 -0.0313 0.6763
H 0.5184 1.9070 -5.9878
H 0.4259 -1.9869 -1.4362
H 0.2949 4.1784 0.1018
C 0.6223 2.5170 -2.0303
H 2.6204 -0.6988 -2.7778
C -3.2890 0.0048 2.9696
H 0.6630 1.8745 0.0087
H -3.5506 -0.9278 5.5537
O -1.2323 -0.8361 -0.6348
H -4.1356 0.6645 0.1746
H 2.0555 2.7951 -5.7859
O -0.0827 3.6751 -1.8761
C 1.7242 1.0524 -3.5836
C 2.2302 -1.7204 -0.2576
```

What did the first record say?
Computed, not measured: a molecular structure, C20H26IrN6S, with ωB97M-V/def2-TZVPD.

## Properties
Total charge: +3
Expectation value of S²: 6.03
Spin multiplicity: 5
Gap between HOMO and LUMO (spin up / spin down) in eV: 8.4 / 4.5

XYZ file:
```
54
C20H26IrN6S, DFT ωB97M-V/def2-TZVPD
H 4.3318 0.1378 -2.5515
C -2.2362 -3.0887 1.3574
H 2.6344 2.8284 1.2081
H -4.3208 0.1729 -4.0060
H -0.8113 1.1926 -2.5786
N -3.9248 0.7519 -2.0120
H -5.2235 -4.5591 0.7974
C -4.7810 0.7432 -3.2081
H 1.8343 3.6277 -0.1535
C 1.7968 -1.4676 6.6165
H -2.1899 0.1254 -4.7682
N -1.7547 1.0228 -2.8906
H -0.1545 -2.8147 -1.1824
C -1.7599 -3.0844 0.0112
N -0.4992 -2.6221 -0.2480
C 0.9632 -0.8397 7.5367
C -2.5791 -3.5667 -1.0514
H 2.1654 -1.8552 4.5380
N -0.1151 -0.4371 2.3437
N 1.6180 0.4483 -0.7140
C 1.5236 -1.3767 5.2651
S -2.0412 1.1602 -0.2412
H -2.1919 -3.5579 -2.0629
H -5.7112 0.2561 -2.9310
H 4.1310 2.2748 -1.1975
C 2.3724 -0.3096 -1.6071
H -1.0380 1.4644 -4.7771
H 0.1929 -2.8605 0.4589
C -4.2565 -4.1242 0.5796
C 0.4008 -0.6445 4.8582
H 2.6597 -2.0245 6.9529
H 1.1860 -0.9149 8.5927
C -0.1495 -0.1142 7.1240
H -2.7496 1.8133 -4.5856
C 1.9057 2.6957 0.4080
H 0.9327 2.5030 0.8603
H -1.5973 -2.6929 2.1365
N 3.4335 1.5438 -1.1938
H -4.4271 -4.5112 -1.5387
Ir -0.1525 -0.0409 0.2728
H 2.0481 -1.2719 -1.9603
H -1.2987 0.5605 5.4402
C 0.1161 -0.5302 3.4710
C -0.4426 -0.0076 5.7775
C -3.8018 -4.0915 -0.7625
H -4.9984 1.7576 -3.5368
H -3.8448 -3.6389 2.6419
C -3.4654 -3.6066 1.6299
C 2.3036 1.5754 -0.4819
C -1.9658 1.1016 -4.3454
H -4.4126 0.8123 -1.1289
C -2.6217 0.9233 -1.8962
H -0.7852 0.3715 7.8506
C 3.4995 0.3687 -1.9102
```

total charge of number 2 (C20H26N2O4)? 0

What did the first record say?
Computed, not measured: a molecular structure, C20H26IrN6S, with ωB97M-V/def2-TZVPD.

## Properties
Total charge: +3
Expectation value of S²: 6.03
Spin multiplicity: 5
Gap between HOMO and LUMO (spin up / spin down) in eV: 8.4 / 4.5

XYZ file:
```
54
C20H26IrN6S, DFT ωB97M-V/def2-TZVPD
H 4.3318 0.1378 -2.5515
C -2.2362 -3.0887 1.3574
H 2.6344 2.8284 1.2081
H -4.3208 0.1729 -4.0060
H -0.8113 1.1926 -2.5786
N -3.9248 0.7519 -2.0120
H -5.2235 -4.5591 0.7974
C -4.7810 0.7432 -3.2081
H 1.8343 3.6277 -0.1535
C 1.7968 -1.4676 6.6165
H -2.1899 0.1254 -4.7682
N -1.7547 1.0228 -2.8906
H -0.1545 -2.8147 -1.1824
C -1.7599 -3.0844 0.0112
N -0.4992 -2.6221 -0.2480
C 0.9632 -0.8397 7.5367
C -2.5791 -3.5667 -1.0514
H 2.1654 -1.8552 4.5380
N -0.1151 -0.4371 2.3437
N 1.6180 0.4483 -0.7140
C 1.5236 -1.3767 5.2651
S -2.0412 1.1602 -0.2412
H -2.1919 -3.5579 -2.0629
H -5.7112 0.2561 -2.9310
H 4.1310 2.2748 -1.1975
C 2.3724 -0.3096 -1.6071
H -1.0380 1.4644 -4.7771
H 0.1929 -2.8605 0.4589
C -4.2565 -4.1242 0.5796
C 0.4008 -0.6445 4.8582
H 2.6597 -2.0245 6.9529
H 1.1860 -0.9149 8.5927
C -0.1495 -0.1142 7.1240
H -2.7496 1.8133 -4.5856
C 1.9057 2.6957 0.4080
H 0.9327 2.5030 0.8603
H -1.5973 -2.6929 2.1365
N 3.4335 1.5438 -1.1938
H -4.4271 -4.5112 -1.5387
Ir -0.1525 -0.0409 0.2728
H 2.0481 -1.2719 -1.9603
H -1.2987 0.5605 5.4402
C 0.1161 -0.5302 3.4710
C -0.4426 -0.0076 5.7775
C -3.8018 -4.0915 -0.7625
H -4.9984 1.7576 -3.5368
H -3.8448 -3.6389 2.6419
C -3.4654 -3.6066 1.6299
C 2.3036 1.5754 -0.4819
C -1.9658 1.1016 -4.3454
H -4.4126 0.8123 -1.1289
C -2.6217 0.9233 -1.8962
H -0.7852 0.3715 7.8506
C 3.4995 0.3687 -1.9102
```